(1)
A molecular structure, C14H17BrN6O2SSc. Source: OMol25; level of theory: wB97M-V/def2-TZVPD.

Structure (XYZ):
```
42
Properties=species:S:1:pos:R:3:forces:R:3
Sc -0.5381 0.4776 -0.5261 0.13 0.21 -0.43
O -3.4527 -4.9417 -1.7682 -0.04 -0.04 0.00
C -2.9283 -3.8099 -1.3817 0.01 -0.03 -0.02
C -3.2899 -3.1092 -0.2171 -0.08 -0.08 0.03
C -2.6653 -1.9295 0.0650 0.01 0.13 0.02
N -1.7050 -1.3878 -0.7260 0.11 0.16 -0.05
C -1.3824 -2.0934 -1.8228 0.10 0.16 -0.01
Br -0.0316 -1.2353 -2.8603 -0.01 0.06 0.12
C -1.9223 -3.2718 -2.2113 -0.08 -0.16 -0.08
H -4.1473 -5.2850 -1.1842 0.01 0.01 0.00
H -4.0542 -3.4857 0.4505 0.01 -0.01 -0.02
H -2.9326 -1.3695 0.9505 0.01 0.02 0.03
H -1.6233 -3.7894 -3.1130 0.00 0.01 0.02
O -2.0944 1.6139 0.4823 0.20 -0.28 0.14
C -2.1276 1.6566 1.9380 -0.01 0.04 -0.01
C -1.0674 0.7446 2.4784 0.05 0.02 -0.11
C -0.9694 0.5255 3.8383 -0.01 -0.01 0.13
C 0.0183 -0.3199 4.3130 0.02 -0.02 0.04
C 0.8797 -0.9401 3.4099 0.03 -0.04 0.08
C 0.7234 -0.6771 2.0739 -0.07 0.06 -0.07
N -0.2279 0.1632 1.6009 0.04 0.05 0.05
H -2.7514 2.2413 0.1433 0.10 -0.02 -0.17
H -3.1130 1.3437 2.2788 -0.07 -0.02 0.00
H -1.9533 2.6808 2.2648 0.02 0.08 -0.01
H -1.6604 1.0121 4.5156 0.02 -0.01 0.00
H 0.1153 -0.5037 5.3757 0.00 0.01 -0.01
H 1.6543 -1.6176 3.7420 -0.02 0.01 0.01
H 1.3604 -1.1571 1.3394 0.02 -0.02 -0.03
C 4.8954 1.7420 -1.5977 -0.05 -0.01 0.03
C 3.6060 2.3153 -2.0502 0.02 -0.05 -0.05
N 3.4442 3.3025 -2.8666 -0.27 -0.05 0.09
N 2.0897 3.4628 -2.9749 0.16 0.26 -0.23
C 1.3954 2.6086 -2.2523 0.01 -0.05 0.01
S -0.2978 2.4816 -2.0887 -0.23 -0.12 0.19
N 2.3434 1.8573 -1.6542 0.17 -0.24 0.17
N 2.0332 0.7919 -0.7969 -0.28 -0.08 0.10
H 5.6994 2.3068 -2.0631 0.01 0.01 -0.01
H 4.9973 0.6953 -1.8921 -0.02 0.02 -0.01
H 5.0078 1.8192 -0.5139 -0.01 0.01 -0.02
H 1.7247 4.1910 -3.5761 0.00 0.03 -0.01
H 2.4236 -0.0570 -1.2061 0.04 -0.06 0.00
H 2.5242 0.9475 0.0831 -0.03 0.03 0.08
```
Forces are in eV/Å.

Its total charge is +3. Its orbital gap is 8.04 eV. The calculation puts the strongest force on any atom at 0.492 eV/A. The total energy comes out at -4754.80213 hartree. Its LUMO energy is -10.13 eV. The HOMO energy comes out at -18.163 eV.

Atomic partial charges in e from the Mulliken method, atoms 1 to 2:
1. Sc 0.476
2. O -0.442

---

(2)
A molecular structure, C14H17CoF4N4. Source: OMol25; level of theory: wB97M-V/def2-TZVPD.

Structure (XYZ):
```
40
Properties=species:S:1:pos:R:3:forces:R:3
Co 0.3478 -0.0116 1.1439 -0.02 0.03 0.24
C 1.0911 -2.7319 1.1436 0.03 0.06 0.01
N 0.0652 -1.8538 0.5431 -0.15 0.02 -0.05
C -1.2739 -2.3855 0.8665 0.02 -0.07 -0.04
C 0.2239 -1.8136 -0.9441 0.04 0.03 0.02
C 1.3720 -0.8938 -1.3102 0.05 -0.01 0.04
N 1.2217 0.2447 -0.4223 -0.08 -0.02 -0.20
C 1.9078 1.4244 -0.5665 0.08 -0.08 0.00
C 1.7353 2.3568 0.4520 0.03 0.04 0.01
F 0.9086 1.9369 1.4893 -0.05 -0.02 0.06
C 2.3133 3.5994 0.4860 0.01 0.03 -0.02
F 2.0699 4.4101 1.5162 -0.01 0.00 0.01
C 3.1447 3.9869 -0.5480 -0.01 0.01 0.02
C 3.3513 3.0826 -1.5720 -0.01 -0.04 -0.02
F 4.1508 3.4105 -2.5850 0.00 0.00 0.00
C 2.7594 1.8291 -1.5949 0.01 0.02 -0.03
F 3.0162 1.0070 -2.6243 0.00 0.01 -0.01
H 0.9729 -3.7541 0.7753 0.00 0.00 0.01
H 0.9780 -2.7329 2.2276 0.00 -0.01 -0.02
H 2.0843 -2.3712 0.8862 0.01 0.00 0.00
H -1.4081 -3.3673 0.4042 0.01 0.01 0.00
H -2.0366 -1.7089 0.4855 0.01 0.00 0.02
H -1.3787 -2.4844 1.9431 -0.01 0.01 0.04
H -0.7016 -1.4038 -1.3482 -0.01 0.00 0.02
H 0.3531 -2.8296 -1.3263 0.00 0.00 0.00
H 1.2942 -0.6206 -2.3623 -0.01 -0.01 0.00
H 2.3415 -1.3868 -1.1778 0.01 -0.01 -0.02
H 3.6201 4.9562 -0.5550 0.00 0.00 0.00
C -3.2346 0.9334 5.1600 0.00 0.00 0.01
N -2.0628 0.4021 4.4709 -0.02 -0.03 0.00
C -0.9919 -0.2226 5.0569 0.02 0.03 0.01
C -0.1153 -0.4997 4.0565 -0.05 -0.03 -0.03
N -0.6464 -0.0560 2.8634 0.08 0.02 -0.07
C -1.8154 0.4867 3.1570 0.01 -0.02 -0.01
H -3.3638 0.3959 6.0948 -0.01 -0.01 0.00
H -4.1176 0.7854 4.5442 0.00 0.01 -0.01
H -3.1028 1.9931 5.3672 0.01 0.00 0.01
H -0.9481 -0.4094 6.1152 0.00 0.01 0.00
H 0.8478 -0.9769 4.1153 0.00 0.00 0.02
H -2.4964 0.9380 2.4546 0.01 0.01 -0.01
```
Forces are in eV/Å.

Its total charge is +1. Its orbital gap (spin up / spin down) is 7.95 / 8.13 eV. Its expectation value of S² is 0.826. The calculation puts the strongest force on any atom at 0.242 eV/A. The calculation puts the energy relative to the best compared isomer or geometry (same formula, charge and spin) at 0.012 eV. The total energy comes out at -2544.70048 hartree. Its LUMO energy (spin up / spin down) is -2.83 / -2.84 eV. Its spin multiplicity is 2. The HOMO energy (spin up / spin down) comes out at -10.776 / -10.967 eV.

Atomic partial charges in e from the Mulliken method, atoms 1 to 2:
1. Co 0.110
2. C -0.966

---

(3)
A molecular structure, C14H17F6IrNO4S5Se. Source: OMol25; level of theory: wB97M-V/def2-TZVPD.

Structure (XYZ):
```
49
Properties=species:S:1:pos:R:3:forces:R:3
Ir -0.3408 -0.3868 0.0903 0.06 0.04 0.34
F -2.4120 4.6065 1.8318 0.02 0.02 -0.03
C -1.2750 3.9367 1.7636 -0.07 0.01 -0.05
F -1.1212 3.2188 2.8790 -0.03 -0.02 -0.02
F -0.2605 4.7746 1.6370 -0.04 -0.01 -0.01
S -1.3541 2.8054 0.2914 -0.05 -0.02 0.32
O -1.0485 3.5826 -0.8510 0.07 0.02 -0.06
O -2.5847 2.0897 0.4342 0.06 0.02 0.01
N -0.1872 1.6974 0.6950 -0.27 0.05 -0.34
S 1.3647 1.8309 0.2963 -0.02 0.25 -0.06
O 1.7615 2.8594 -0.5857 0.04 0.02 -0.01
O 1.6672 0.4167 -0.0115 0.18 -0.21 -0.10
C 2.2528 2.1688 1.8829 0.01 0.02 0.04
F 1.9157 3.3761 2.3021 0.07 -0.07 0.02
F 3.5507 2.1077 1.6485 -0.01 -0.01 -0.01
F 1.9214 1.2697 2.8031 -0.01 -0.01 -0.01
C 0.2898 -2.8920 2.1796 0.01 -0.01 -0.03
C 0.8703 -3.2319 0.8171 -0.01 0.00 0.01
S 0.0542 -2.4958 -0.6311 -0.09 -0.05 0.07
C -1.5987 -3.2539 -0.6997 0.00 0.00 0.02
C -2.5779 -2.7135 0.3247 0.02 0.01 0.01
S -2.5384 -0.8846 0.3435 0.07 -0.03 -0.09
C -2.7901 -0.5317 2.0986 0.00 0.00 0.04
C -1.7421 -1.1085 3.0432 -0.03 0.00 0.01
S -0.0286 -1.0962 2.3982 0.02 -0.10 -0.10
H 1.0014 -3.1846 2.9508 0.00 0.01 0.00
H -0.6343 -3.4332 2.3652 0.00 0.00 0.01
H 0.9146 -4.3124 0.6710 -0.01 0.00 0.01
H 1.8901 -2.8520 0.7260 0.00 -0.01 0.00
H -1.4790 -4.3338 -0.6111 -0.01 0.00 0.00
H -1.9296 -3.0300 -1.7148 0.00 0.01 0.00
H -2.3664 -3.0834 1.3244 -0.01 0.00 -0.01
H -3.5955 -3.0012 0.0617 0.00 -0.01 0.00
H -3.7892 -0.8781 2.3684 0.00 0.00 0.02
H -2.7972 0.5575 2.1202 -0.01 -0.03 0.01
H -1.9677 -2.1336 3.3304 0.00 0.00 0.01
H -1.7276 -0.5184 3.9584 0.00 0.00 -0.01
Se -0.9435 0.1081 -2.2675 -0.03 0.10 -0.01
C 0.7546 0.4253 -3.0946 0.03 -0.02 0.02
C 1.0981 1.7317 -3.4207 0.02 0.00 0.02
C 2.3031 1.9844 -4.0620 -0.01 0.00 0.00
C 3.1616 0.9402 -4.3703 0.01 0.01 0.00
C 2.8133 -0.3653 -4.0488 0.00 -0.01 0.01
C 1.6070 -0.6265 -3.4182 0.00 0.03 -0.02
H 0.4315 2.5451 -3.1654 0.00 0.00 0.00
H 2.5696 3.0016 -4.3169 0.00 0.00 0.00
H 4.1003 1.1408 -4.8694 0.00 0.00 0.00
H 3.4764 -1.1820 -4.3028 0.00 0.00 0.00
H 1.3200 -1.6459 -3.1955 0.00 -0.01 0.00
```
Forces are in eV/Å.

Its total charge is +1. Its orbital gap is 7.39 eV. The calculation puts the strongest force on any atom at 0.440 eV/A. The calculation puts the energy relative to the best compared isomer or geometry (same formula, charge and spin) at 0.000 eV. The total energy comes out at -5995.10227 hartree. Its LUMO energy is -3.55 eV. The HOMO energy comes out at -10.934 eV.

Atomic partial charges in e from the Mulliken method, atoms 1 to 2:
1. Ir 1.136
2. F -0.194

---

(4)
A molecular structure, C14H17F6N3NiO2Sb. Source: OMol25; level of theory: wB97M-V/def2-TZVPD.

Structure (XYZ):
```
44
Properties=species:S:1:pos:R:3:forces:R:3
Ni -0.4799 -0.1306 -0.1889 -0.19 -1.21 -0.03
O 0.2080 -0.4754 1.6418 -1.27 0.81 -0.10
C 1.3149 -1.2864 2.0002 0.64 -1.04 0.16
C 1.0152 -2.7841 2.0243 -0.67 -0.05 0.03
C -0.0807 -3.2562 1.0259 0.69 0.80 0.68
C 0.2812 -3.0316 -0.4205 -0.83 0.72 -0.21
C 0.9679 -4.0067 -1.1247 0.27 -0.15 0.92
C 1.1542 -3.9076 -2.4879 0.29 0.59 -0.24
C 0.5880 -2.7942 -3.1247 -0.21 0.17 -0.12
C -0.0510 -1.8049 -2.3741 0.25 -0.44 -0.86
N -0.1713 -1.9012 -1.0474 0.56 -0.38 0.62
H -0.5451 -0.3801 2.2687 0.88 -0.45 -0.12
H 1.6531 -0.9959 2.9828 0.28 0.30 0.19
H 2.0940 -1.0600 1.2623 -0.21 0.08 0.16
H 0.7829 -3.0990 3.0422 -0.54 0.10 -0.04
H 1.9255 -3.3170 1.8492 0.80 -0.24 -0.42
H -1.0222 -2.7615 1.2968 0.13 -0.25 -0.39
H -0.2031 -4.3220 1.1639 -0.17 -0.20 0.08
H 1.3963 -4.7963 -0.4954 -0.24 0.01 -0.65
H 1.7912 -4.6351 -3.0077 -0.58 0.32 0.05
H 0.6304 -2.6586 -4.2002 0.11 -0.12 0.13
H -0.5045 -0.9179 -2.8549 0.38 -0.59 0.28
F -2.0624 0.7735 1.2354 0.18 -0.07 -0.42
Sb -3.5113 0.1508 0.0616 -3.62 -0.60 -0.37
F -3.9371 2.0298 -0.1898 0.84 -1.67 0.11
F -2.0679 0.2564 -1.3595 -0.51 0.29 0.94
F -4.7376 -0.4659 -1.2870 1.41 0.72 1.33
F -2.8732 -1.6580 0.4106 0.01 1.70 -0.32
F -4.7140 0.0228 1.5467 1.21 0.18 -1.25
N -0.7205 4.6234 1.9303 1.52 1.80 -0.91
C 0.2585 4.9332 1.0498 -1.74 -2.49 0.58
O 0.8813 6.0183 1.0758 0.02 0.36 0.23
C 0.6759 3.8633 0.1076 0.24 0.05 -0.18
C 1.8208 4.0332 -0.6734 1.14 0.45 -0.31
C 2.2565 2.9625 -1.4493 -0.84 -0.29 0.10
C 1.5186 1.7554 -1.3874 0.56 0.61 0.01
N 0.4384 1.5805 -0.6087 -0.09 2.05 0.32
C -0.0131 2.6567 0.1087 0.27 -0.70 -0.63
H -0.9032 5.3692 2.5798 -0.64 0.08 0.51
H -1.4517 3.9517 1.7216 0.14 0.15 0.06
H 2.4105 4.9933 -0.6443 -0.77 -1.13 -0.13
H 3.1162 3.0492 -2.1167 -0.28 -0.09 0.31
H 1.8307 0.9038 -1.9890 -0.06 0.08 0.18
H -0.9603 2.5192 0.6456 0.62 -0.26 -0.27
```
Forces are in eV/Å.

Its total charge is +2. Its orbital gap (spin up / spin down) is 7.22 / 3.54 eV. Its expectation value of S² is 3.760. The calculation puts the strongest force on any atom at 3.687 eV/A. The calculation puts the energy relative to the best compared isomer or geometry (same formula, charge and spin) at 0.401 eV. The total energy comes out at -3205.66727 hartree. Its LUMO energy (spin up / spin down) is -8.32 / -11.99 eV. Its spin multiplicity is 4. The HOMO energy (spin up / spin down) comes out at -15.538 / -15.533 eV.

Atomic partial charges in e from the Mulliken method, atoms 1 to 2:
1. Ni 1.069
2. O -0.413

---

(5)
A molecular structure, C14H17MnN5S2. Source: OMol25; level of theory: wB97M-V/def2-TZVPD.

Structure (XYZ):
```
39
Properties=species:S:1:pos:R:3:forces:R:3
Mn -0.0318 0.1555 -0.7185 0.09 0.01 -0.07
C 1.0423 -0.6328 1.9272 0.00 -0.03 -0.01
C 2.1486 0.0579 1.1420 0.09 0.07 0.09
N 1.6106 1.0443 0.1911 0.16 -0.09 -0.05
C 1.2003 2.3519 0.7232 0.00 0.06 0.04
C -0.1811 2.2694 1.3546 -0.01 0.00 0.05
N -1.0955 1.5150 0.4747 -0.12 0.08 -0.01
C -2.0822 0.6959 1.1973 0.00 -0.03 0.10
C -1.4390 -0.6050 1.7283 -0.04 0.00 -0.08
N -0.1411 -0.8884 1.0708 -0.12 -0.14 0.00
H 0.7328 -0.0297 2.7797 -0.01 0.03 -0.04
H 1.4331 -1.5642 2.3425 -0.03 -0.01 0.00
H 2.6806 -0.6764 0.5388 -0.01 0.00 -0.02
H 2.8620 0.5097 1.8423 0.00 0.02 -0.04
H 2.3107 1.1868 -0.5292 -0.01 0.00 -0.01
H 1.1636 3.0409 -0.1236 0.02 -0.02 -0.01
H 1.9230 2.7481 1.4451 0.01 -0.01 -0.01
H -0.5516 3.2772 1.5581 -0.03 -0.02 -0.02
H -0.1399 1.7612 2.3175 0.02 -0.01 -0.02
H -1.5980 2.1558 -0.1308 -0.01 -0.04 -0.03
H -2.8537 0.4456 0.4743 0.00 0.00 -0.01
H -2.5453 1.2491 2.0219 0.03 0.03 -0.02
H -2.1208 -1.4259 1.5119 0.01 -0.02 0.03
H -1.3044 -0.5743 2.8116 -0.02 0.02 0.00
H -0.1294 -1.8559 0.7722 -0.01 0.00 0.00
S -1.8844 -0.3510 -2.0811 0.10 0.16 0.01
C -0.6847 0.7845 -2.6651 -0.37 -0.02 0.02
C -1.0264 2.1310 -2.9749 -0.16 -0.19 0.06
C -0.0966 3.0678 -3.3314 -0.11 0.14 0.03
C -0.5103 4.4161 -3.6030 0.03 -0.03 -0.09
N -0.8504 5.4917 -3.8222 -0.02 0.01 0.05
C 1.2699 2.6950 -3.4023 0.20 0.12 -0.01
C 1.6351 1.4114 -3.1110 0.01 -0.28 0.04
C 0.6941 0.4081 -2.7303 0.34 0.10 0.06
S 1.2351 -1.1605 -2.1943 0.01 0.08 0.04
C 2.2782 3.6570 -3.7551 -0.08 0.00 -0.07
N 3.0844 4.4257 -4.0374 0.04 -0.01 0.05
H -2.0716 2.4100 -2.9304 0.00 0.00 -0.02
H 2.6775 1.1276 -3.1823 0.00 -0.01 -0.01
```
Forces are in eV/Å.

Its orbital gap (spin up / spin down) is 7.58 / 7.58 eV. Its expectation value of S² is 0.767. The calculation puts the strongest force on any atom at 0.376 eV/A. The total energy comes out at -2764.83197 hartree. Its LUMO energy (spin up / spin down) is 0.00 / 0.01 eV. Its spin multiplicity is 2. The HOMO energy (spin up / spin down) comes out at -7.575 / -7.572 eV.

Atomic partial charges in e from the Mulliken method, atoms 1 to 2:
1. Mn -0.195
2. C -0.710

---

(6)
A molecular structure, C14H17N3PtSe. Source: OMol25; level of theory: wB97M-V/def2-TZVPD.

Structure (XYZ):
```
36
Properties=species:S:1:pos:R:3:forces:R:3
C -5.2724 0.2579 0.3518 -0.25 0.10 -0.04
C -5.2872 1.5601 -0.4519 -0.27 -0.04 0.04
H -5.4968 -0.5996 -0.2847 0.13 0.00 -0.02
H -6.0609 0.2938 1.1070 0.07 -0.05 0.03
H -4.3325 0.0638 0.8676 0.06 0.10 -0.05
H -4.4442 1.6685 -1.1346 0.05 -0.10 0.07
H -6.2009 1.5977 -1.0520 0.09 0.05 -0.01
H -5.3146 2.4351 0.2011 0.15 -0.06 0.00
C 0.9780 -2.6929 0.2542 0.95 0.23 -0.74
C 1.7805 -3.7855 -0.0313 -1.16 -0.23 0.87
C 2.8850 -3.6609 -0.8755 0.41 0.97 -0.67
C 3.1634 -2.4123 -1.4162 0.04 -0.94 0.04
H 0.1082 -2.6984 0.8994 0.15 -0.38 -0.02
H 1.4842 -4.7357 0.4032 0.24 0.07 -0.10
H 3.4875 -4.5275 -1.1352 -0.06 0.19 0.10
H 3.9745 -2.2480 -2.1273 -0.18 -0.24 0.36
N 1.2393 -1.4852 -0.2914 0.13 -1.37 0.10
C 2.3166 -1.3341 -1.1204 -0.02 1.00 -0.43
C 2.4275 -0.0242 -1.7069 0.02 -1.79 0.36
N 1.4083 0.8204 -1.3561 -1.27 1.04 0.93
C 1.4568 2.1145 -1.7391 1.00 0.13 -0.93
C 3.4728 1.7063 -3.0197 0.35 -1.19 0.02
C 2.4614 2.5747 -2.5846 -1.53 0.43 1.02
H 0.6643 2.7242 -1.3303 0.13 0.26 -0.27
H 2.4380 3.6145 -2.8711 0.09 0.06 -0.02
C 3.4457 0.3940 -2.5793 0.41 0.60 -0.48
H 4.2192 -0.3264 -2.8800 -0.42 0.48 0.16
H 4.2600 2.0662 -3.6788 -0.17 -0.15 0.14
Pt -0.0006 0.1419 0.0161 2.97 -1.23 -0.45
C -1.1197 1.7400 0.1703 -0.78 0.99 0.66
H -1.4720 2.0814 -0.8066 -0.15 -0.01 0.00
H -0.5554 2.5467 0.6493 -0.20 0.08 0.00
H -1.9612 1.4588 0.8121 -0.17 0.44 -0.15
Se -0.0046 -0.4182 4.8300 0.01 -0.08 -0.28
C -0.0522 -0.4403 3.0861 0.07 0.16 -1.62
N -0.0958 -0.4716 1.8891 -0.90 0.50 1.41
```
Forces are in eV/Å.

Its orbital gap (spin up / spin down) is 5.59 / 5.71 eV. Its expectation value of S² is 2.036. The calculation puts the strongest force on any atom at 3.248 eV/A. The calculation puts the energy relative to the best compared isomer or geometry (same formula, charge and spin) at 0.000 eV. The total energy comes out at -3228.58749 hartree. Its LUMO energy (spin up / spin down) is 0.05 / -2.84 eV. Its spin multiplicity is 3. The HOMO energy (spin up / spin down) comes out at -5.539 / -8.547 eV.

Atomic partial charges in e from the Mulliken method, atoms 1 to 2:
1. C -0.738
2. C -0.810